Record 1
Computed, not measured: an isolated molecule of C4H5FO at a distorted geometry, with wB97M-V/def2-TZVPD.

Atoms and positions in Å:
F: 0.9345 0.9576 -1.5964
H: -1.0254 -1.6137 -0.9089
C: -0.0015 0.1310 -0.9769
H: 0.6482 -0.9550 1.5398
C: -0.0342 0.7978 0.3645
H: -0.1646 -1.2367 -2.4760
H: 0.5410 0.7024 2.3967
C: 0.3255 0.0784 1.4644
O: -1.0958 0.3582 1.1460
C: -0.4538 -1.0254 -1.4297
H: 0.3261 1.8054 0.4767

* energy above the lowest of the compared OMol25 structures with the same formula, charge and spin: 216.41 kJ/mol
* SMILES: C=C(F)[C@@H]1CO1
* HOMO energy: -10.00 eV

***

Record 2
Computed, not measured: an isolated molecule of C4H5FO2 at a distorted geometry, with wB97M-V/def2-TZVPD.

Atoms and positions in Å:
H: -0.2193 3.2108 -0.2302
H: -1.8471 2.5951 0.1365
O: 0.7215 -2.1059 1.1935
H: -0.6117 2.6114 1.3503
F: -0.3601 0.9784 -1.4261
H: 1.0427 -2.9385 0.8292
C: -0.0277 0.0775 0.7422
H: -0.0482 0.2731 1.8160
C: -0.3091 1.0947 -0.1041
C: -0.7680 2.4526 0.3000
O: 0.4269 -1.5048 -0.9540
C: 0.3944 -1.2367 0.2316

* energy above the lowest of the compared OMol25 structures with the same formula, charge and spin: 11.52 kJ/mol
* SMILES: C/C(F)=C/C(=O)O
* HOMO energy: -10.02 eV

***

Record 3
Computed, not measured: an isolated molecule of C4H5FO2S at a distorted geometry, with wB97M-V/def2-TZVPD.

Atoms and positions in Å:
C: 0.4091 -0.1877 0.0984
C: 1.8216 0.1672 -0.0095
O: -0.4005 0.9152 0.3085
C: 0.1671 -1.5109 -0.1596
H: -2.2399 1.6165 -0.1407
F: -1.0878 -2.0176 0.0720
H: 1.4339 2.0152 -0.0660
O: 2.2245 1.4678 -0.1559
H: 0.8209 -2.3459 -0.3939
H: -2.0847 -0.1468 -0.7695
S: 3.1087 -0.9207 0.1851
C: -1.8609 0.6646 0.0580
H: -2.3121 0.2829 0.9733

* energy above the lowest of the compared OMol25 structures with the same formula, charge and spin: 214.84 kJ/mol
* SMILES: CO/C(=C\F)C(O)=S
* HOMO energy: -8.63 eV